1.
A 10-piece molecular cluster, C29H43Br2F3N9O4PS overall at a distorted geometry. Source: the Open Molecules 2025 dataset; level of theory: wB97M-V/def2-TZVPD.

Geometry as XYZ:
```
92
Properties=species:S:1:pos:R:3:lowdin_charge:R:1
Br -1.318 2.367 2.108 0.867
Br -4.617 2.822 2.994 0.822
S 1.678 -2.055 3.538 0.214
P 0.089 -1.220 2.778 0.472
F -2.787 0.241 3.016 -0.037
F -4.924 0.645 1.460 0.045
F -3.950 2.317 0.422 0.025
O 4.621 -0.496 0.586 -0.149
O 2.033 -2.197 0.246 0.097
O -0.151 -2.527 0.542 0.044
O 1.181 -4.258 0.031 0.178
N -7.910 0.967 -1.253 0.157
N 9.176 3.781 -3.924 0.134
N -3.500 2.833 -3.448 0.146
N -3.380 -2.796 2.142 0.165
N -6.176 -7.086 0.526 0.113
N -10.113 3.809 2.830 0.124
N 8.371 2.242 1.163 0.147
N 0.651 1.683 -2.115 0.158
N 8.273 -0.902 -1.511 0.166
C 0.021 -1.162 0.907 -0.511
C -9.263 3.189 2.367 -0.281
C -2.314 0.034 0.672 -0.139
C -1.020 3.676 -1.939 -0.086
C -3.910 -5.878 0.975 -0.075
C -8.932 0.446 -1.322 -0.218
C 9.963 -2.877 -1.668 -0.057
C -5.215 -2.173 3.884 -0.041
C -5.176 -6.553 0.720 -0.289
C -10.228 -0.212 -1.407 -0.048
C 9.612 1.791 -1.083 -0.098
C 7.771 1.947 -5.132 -0.066
C 5.694 0.245 1.154 -0.275
C 1.440 -0.905 0.346 -0.301
C 2.309 0.222 0.850 -0.111
C 3.610 0.318 0.043 -0.207
C 8.906 2.037 0.166 -0.272
C -3.996 1.618 1.570 -0.921
C -0.874 -0.162 0.189 -0.157
C -2.616 0.963 1.862 -0.813
C -8.193 2.398 1.776 -0.091
C -4.194 -2.527 2.909 -0.243
C 6.735 -0.742 1.673 -0.074
C -4.554 2.594 -3.055 -0.251
C -0.091 2.559 -2.041 -0.257
C 1.052 -3.104 0.257 -0.581
C 8.556 2.976 -4.463 -0.283
C -5.891 2.298 -2.554 -0.113
C 9.025 -1.768 -1.583 -0.245
H -8.381 1.339 1.943 0.081
H -6.546 2.042 -3.383 0.080
H -8.141 2.581 0.706 0.053
H -5.952 -2.971 3.953 0.089
H 3.416 0.038 -0.994 0.129
H -3.192 -6.580 1.393 0.087
H -4.755 -2.024 4.859 0.092
H 10.385 1.043 -0.927 0.073
H 2.552 0.095 1.904 0.087
H -5.854 1.462 -1.859 0.035
H -0.960 -0.567 -0.821 0.139
H 6.365 -1.756 1.547 0.077
H 8.317 1.569 -5.994 0.082
H 6.823 2.365 -5.463 0.084
H 3.918 1.366 0.038 0.120
H -6.293 3.167 -2.038 0.082
H -2.885 0.398 -0.176 0.121
H -10.471 -0.412 -2.448 0.088
H -0.092 0.059 3.316 -0.047
H -7.235 2.662 2.221 -0.001
H 7.576 1.126 -4.443 0.077
H -1.070 -1.931 3.113 -0.028
H 8.918 1.435 -1.835 0.032
H 9.951 -3.439 -0.736 0.087
H -5.709 -1.253 3.577 0.078
H -3.511 -5.473 0.048 0.086
H -2.700 -0.946 0.954 0.090
H 10.071 2.716 -1.431 0.069
H -1.900 3.355 -1.388 0.049
H 1.781 1.166 0.720 0.111
H -10.201 -1.151 -0.859 0.089
H 5.339 0.869 1.980 0.117
H 9.680 -3.537 -2.485 0.085
H -0.542 4.497 -1.404 0.086
H 7.647 -0.653 1.088 0.027
H 6.124 0.905 0.401 0.089
H -10.995 0.431 -0.978 0.089
H -4.061 -5.063 1.674 0.030
H -1.324 4.018 -2.921 0.062
H -0.338 0.774 0.071 0.050
H 1.250 -0.631 -0.703 0.138
H 6.984 -0.550 2.712 0.069
H 10.969 -2.500 -1.844 0.083
```

Summary:
Net charge: 0
HOMO in eV: -8.406
SMILES: CCOCC[C@H]1OC(=O)O[C@@]1(CC[C@@](F)(Br)C(F)(F)Br)[PH2]=S.CC#N.CC#N.CC#N.CC#N.CC#N.CC#N.CC#N.CC#N.CC#N
E_LUMO in eV: -0.1749
Orbital gap in eV: 8.23


2.
A single C4H6OS molecule at a distorted geometry. Source: the Open Molecules 2025 dataset; level of theory: wB97M-V/def2-TZVPD.

Geometry as XYZ:
```
12
Properties=species:S:1:pos:R:3:lowdin_charge:R:1
S 2.019 -0.511 -0.112 0.655
O -0.147 1.065 0.064 -0.087
C 1.146 0.843 0.247 -0.685
C -1.582 -0.984 0.478 -0.062
C -2.409 0.160 -0.171 -0.082
C -0.995 0.034 -0.441 -0.376
H -1.715 -2.028 0.201 0.103
H -3.165 -0.114 -0.924 0.110
H 1.570 1.693 0.769 0.070
H -0.617 -0.294 -1.391 0.133
H -2.774 1.025 0.392 0.114
H -1.381 -0.936 1.547 0.106
```

Summary:
Net charge: 0
HOMO in eV: -8.899
SMILES: S=COC1CC1
E_LUMO in eV: 0.4741
Orbital gap in eV: 9.37
Relative energy (zero: lowest compared OMol25 entry of this formula, charge and spin) in kcal/mol: 44.3


3.
A 11-piece molecular cluster, C22H66O11 overall at a distorted geometry. Source: the Open Molecules 2025 dataset; level of theory: wB97M-V/def2-TZVPD.

Geometry as XYZ:
```
99
Properties=species:S:1:pos:R:3:lowdin_charge:R:1
O 0.822 -2.513 -4.687 -0.069
O 5.128 1.416 1.384 -0.100
O -2.442 3.646 0.667 -0.109
O 0.354 0.331 -5.067 -0.087
O -1.007 4.882 -1.400 -0.097
O -3.321 1.108 1.467 -0.096
O 0.402 1.210 -1.205 -0.069
O 1.912 -6.739 -0.136 -0.079
O 5.243 -0.985 2.579 -0.076
O -3.107 -3.551 3.213 -0.071
O -2.514 -0.895 3.207 -0.116
C -3.444 -3.490 0.821 -0.056
C 4.230 0.701 -0.679 -0.077
C 0.081 1.590 -4.469 -0.272
C 0.009 0.441 -0.065 -0.310
C 2.426 -5.594 -0.889 -0.307
C 4.081 1.735 0.481 -0.292
C -1.470 -0.917 4.200 -0.245
C -0.501 0.268 3.879 -0.057
C 1.125 -2.583 -3.323 -0.319
C -0.095 -0.982 -0.489 -0.078
C -1.416 1.722 -3.929 -0.054
C 4.251 -1.855 3.036 -0.286
C 2.340 -1.719 -3.009 -0.074
C 2.156 -4.311 -0.214 -0.108
C -3.915 1.350 -0.805 -0.084
C -3.770 0.366 0.316 -0.285
C -0.371 3.194 1.833 -0.076
C -1.657 4.007 1.804 -0.272
C -1.463 6.191 -1.445 -0.340
C -3.124 -4.315 2.066 -0.327
C 2.900 -1.086 3.019 -0.069
C -2.363 6.279 -2.644 -0.096
H 3.929 -0.272 -0.292 0.061
H -3.541 -4.014 -0.129 0.084
H 4.367 -2.224 4.055 0.113
H -1.065 -1.922 4.321 0.106
H 2.833 -0.395 3.860 0.075
H -4.314 0.926 -1.727 0.081
H 0.299 2.482 -5.056 0.105
H -2.877 0.434 1.987 0.032
H 0.965 -6.657 -0.002 0.067
H -2.983 2.873 0.840 0.034
H -2.028 6.458 -0.552 0.114
H -0.719 -1.079 -1.378 0.081
H 2.783 -0.451 2.141 0.048
H 2.703 -3.544 -0.762 0.067
H -2.190 -4.873 1.998 0.112
H -3.104 -0.455 0.047 0.091
H 3.251 -1.959 -3.558 0.080
H -1.550 2.732 -3.542 0.059
H 1.243 0.449 -5.409 0.092
H 0.600 0.540 0.845 0.089
H 1.077 -4.169 -0.273 0.075
H -3.307 5.741 -2.554 0.075
H 0.620 -1.587 -4.844 0.034
H 2.712 -1.632 -1.988 0.036
H -1.412 5.069 1.800 0.111
H -1.002 1.230 3.982 0.070
H 2.153 -5.494 -1.939 0.102
H 3.509 1.006 -1.437 0.053
H -1.907 5.946 -3.576 0.072
H -4.667 -0.190 0.589 0.112
H -0.560 6.790 -1.567 0.112
H -2.645 -2.756 0.718 0.050
H 0.238 2.133 -0.996 0.068
H -4.406 -3.007 0.997 0.082
H 0.216 3.418 0.943 0.072
H 2.087 -1.808 2.950 0.069
H 3.085 1.582 0.896 0.083
H 4.148 2.764 0.126 0.110
H -1.031 0.739 0.066 0.090
H -0.120 0.254 2.858 0.043
H 0.331 0.247 4.583 0.068
H -2.730 -1.830 3.176 0.023
H 0.875 -1.477 -0.539 0.058
H -1.466 4.430 -0.689 0.022
H 0.814 1.747 -3.678 0.086
H -2.266 3.814 2.688 0.114
H 0.223 -2.299 -2.780 0.085
H -1.825 1.032 -3.191 0.047
H 4.211 -2.754 2.420 0.103
H -3.886 -5.086 2.179 0.113
H 4.976 0.536 1.735 0.008
H -2.034 -0.753 5.118 0.108
H -2.101 1.606 -4.769 0.065
H -2.584 7.341 -2.756 0.068
H 3.495 -5.801 -0.914 0.115
H 5.851 -0.722 3.273 0.112
H 2.413 -4.266 0.845 0.074
H 5.134 0.827 -1.275 0.077
H 2.124 -0.700 -3.330 0.060
H -2.990 1.822 -1.135 0.062
H -4.612 2.160 -0.590 0.087
H 0.302 3.390 2.668 0.085
H -0.696 2.154 1.821 0.031
H -3.075 -4.177 3.941 0.114
H -0.557 -1.590 0.288 0.065
H 1.201 -3.633 -3.041 0.093
```

Summary:
Net charge: 0
HOMO in eV: -9.436
SMILES: CCO.CCO.CCO.CCO.CCO.CCO.CCO.CCO.CCO.CCO.CCO
E_LUMO in eV: 0.0646
Orbital gap in eV: 9.50
Relative energy (zero: lowest compared OMol25 entry of this formula, charge and spin) in kcal/mol: 88.7